Formula: C3H3NO2
Source: the OMol25 dataset
Level of theory: ωB97M-V with the def2-TZVPD basis set

ORCA input file:
```
! RIJCOSX wB97M-V def2-TZVPD def2/J DEFGRID3
* xyz 0 1
O 2.15 -0.08 -0.01
C 0.94 -0.37 0.29
N 0.35 -1.54 0.49
O -1.04 -1.26 0.27
C -1.23 -0.04 -0.10
C -0.04 0.69 -0.09
H 1.10 0.61 -0.77
H -2.26 0.25 -0.28
H 0.02 1.74 0.20
*
```

Output
LUMO level = -0.6 eV
orbital gap = 8.92 eV
energy relative to the best compared isomer or geometry (same formula, charge and spin) = 567.1 kJ/mol


Formula: C14H32AsBrNO3S
Source: the OMol25 dataset
Level of theory: ωB97M-V with the def2-TZVPD basis set

ORCA input file:
```
! RIJCOSX wB97M-V def2-TZVPD def2/J DEFGRID3
* xyz -1 1
C 4.74 0.65 3.06
C 3.52 0.73 2.12
C 2.17 0.56 2.84
C 1.33 -0.68 2.42
O 0.00 -0.36 2.18
As -0.82 -0.42 0.46
C -2.41 -1.30 1.34
Br 1.24 0.62 -0.62
C -1.59 1.39 0.97
C -0.80 2.68 0.79
C -0.85 3.31 -0.60
S -2.56 3.89 -0.91
C -1.71 -0.28 -1.37
C -1.04 -0.89 -2.61
C -0.99 0.09 -3.81
C 0.40 0.62 -4.08
O 1.40 -0.06 -4.15
O 0.43 1.98 -4.30
N 0.03 -2.07 0.04
C -0.51 -3.36 0.32
C -1.56 -3.87 -0.68
H 4.47 0.96 4.06
H 5.14 -0.36 3.07
H 5.52 1.32 2.70
H 3.58 0.00 1.32
H 3.53 1.72 1.67
H 2.35 0.50 3.92
H 1.54 1.43 2.69
H 1.35 -1.36 3.28
H 1.86 -1.21 1.62
H -2.07 -1.91 2.17
H -3.05 -0.54 1.77
H -3.03 -1.86 0.64
H -2.55 1.49 0.47
H -1.81 1.31 2.03
H -1.27 3.43 1.44
H 0.23 2.63 1.15
H -0.18 4.17 -0.65
H -0.58 2.62 -1.38
H -2.42 4.41 -2.14
H -2.71 -0.70 -1.28
H -1.86 0.78 -1.55
H -0.04 -1.27 -2.46
H -1.65 -1.73 -2.95
H -1.64 0.94 -3.65
H -1.24 -0.45 -4.72
H 0.97 2.15 -5.07
H 0.99 -2.02 -0.22
H -0.82 -3.55 1.35
H 0.32 -4.08 0.20
H -2.29 -3.11 -0.94
H -1.03 -4.12 -1.60
H -2.03 -4.79 -0.33
*
```

Output
LUMO level = 2.7 eV
orbital gap = 7.44 eV


Formula: C6H12N
Source: the OMol25 dataset
Level of theory: ωB97M-V with the def2-TZVPD basis set

ORCA input file:
```
! RIJCOSX wB97M-V def2-TZVPD def2/J DEFGRID3
* xyz 1 1
C 3.42 -0.10 -0.62
C 2.49 0.09 0.37
C 1.15 -0.15 0.64
N 0.12 0.23 -0.15
C -1.26 -0.07 0.27
C -1.79 -1.18 -0.63
C -2.06 1.22 0.37
H 3.36 -0.57 -1.65
H 4.52 0.23 -0.44
H 2.86 0.47 1.37
H 0.69 -0.70 1.49
H 0.37 0.66 -1.12
H -1.09 -0.41 1.30
H -0.94 -1.96 -0.72
H -2.73 -1.62 -0.04
H -2.12 -0.77 -1.53
H -1.83 1.96 1.12
H -3.16 0.97 0.57
H -1.98 1.68 -0.60
*
```

Output
LUMO level = -5.2 eV
SMILES = C=C/C=[NH+]/C(C)C
orbital gap = 9.68 eV
energy relative to the best compared isomer or geometry (same formula, charge and spin) = 212.2 kJ/mol


Formula: C2H4INS
Source: the OMol25 dataset
Level of theory: ωB97M-V with the def2-TZVPD basis set

ORCA input file:
```
! RIJCOSX wB97M-V def2-TZVPD def2/J DEFGRID3
* xyz 0 1
C -1.18 -0.95 0.06
C -1.13 0.25 0.66
S 0.03 1.54 0.21
N 1.40 0.54 -0.95
I 2.86 -0.33 0.10
H -1.82 -1.82 0.42
H -0.51 -1.22 -0.84
H -1.54 0.60 1.57
H 1.89 1.39 -1.24
*
```

Output
LUMO level = -0.7 eV
SMILES = C=CSNI
orbital gap = 8.11 eV
energy relative to the best compared isomer or geometry (same formula, charge and spin) = 228.2 kJ/mol


Formula: CH12O4
Source: the OMol25 dataset
Level of theory: ωB97M-V with the def2-TZVPD basis set

ORCA input file:
```
! RIJCOSX wB97M-V def2-TZVPD def2/J DEFGRID3
* xyz 0 1
C -1.03 -1.43 0.50
H -1.35 -0.39 0.50
H -0.22 -1.55 1.21
H -0.69 -1.90 -0.42
H -1.92 -1.98 0.80
O 2.21 0.03 0.74
H 2.17 -0.82 1.20
H 1.68 -0.05 -0.06
O -1.55 1.89 -1.60
H -1.53 0.94 -1.45
H -1.30 2.27 -0.78
O 1.09 -0.85 -1.87
H 1.90 -1.35 -2.14
H 1.08 -0.04 -2.38
O -0.49 1.83 1.67
H -0.53 1.62 2.60
H 0.48 1.80 1.49
*
```

Output
LUMO level = 0.4 eV
SMILES = C.O.O.O.O
orbital gap = 11.73 eV
energy relative to the best compared isomer or geometry (same formula, charge and spin) = 64.3 kJ/mol


Formula: C3H10O
Source: the OMol25 dataset
Level of theory: ωB97M-V with the def2-TZVPD basis set

ORCA input file:
```
! RIJCOSX wB97M-V def2-TZVPD def2/J DEFGRID3
* xyz 0 1
C -0.12 -2.26 -0.91
C -1.10 -2.70 0.25
O -1.27 -1.46 0.98
H -0.14 -2.78 -1.88
H 0.90 -2.19 -0.46
H -0.48 -1.26 -1.12
H -2.08 -3.03 -0.13
H -0.66 -3.52 0.84
H -1.07 -1.50 1.92
C 2.13 5.55 -0.31
H 2.51 4.59 -0.67
H 2.89 6.27 -0.02
H 1.47 6.09 -0.97
H 1.32 5.26 0.51
*
```

Output
LUMO level = 1.0 eV
SMILES = CCO.C
orbital gap = 11.33 eV
energy relative to the best compared isomer or geometry (same formula, charge and spin) = 92.3 kJ/mol